[1]
The following is a quantum chemistry calculation of an isolated molecule of C7H10 at a distorted geometry, from the Open Molecules 2025 dataset.

Output
SMILES   C=CC(C=C)=CC
Total energy   -272.5467 Eh
Max |F|   4.84 eV/A
Kohn-Sham gap   7.93 eV
Spin multiplicity   1
E_LUMO   -0.004 Ha

Atoms and positions in Å:
C (-0.287, -2.277, -1.447)
C (0.671, -1.481, -0.840)
C (0.254, -0.377, 0.024)
C (-1.048, -0.001, -0.250)
C (-1.944, 0.634, 0.486)
C (1.027, 0.331, 0.901)
C (1.169, 1.881, 0.931)
H (-1.297, -2.551, -0.891)
H (-0.109, -2.976, -2.360)
H (1.797, -1.508, -1.177)
H (-1.292, -0.410, -1.232)
H (-2.777, 1.192, -0.220)
H (-2.065, 0.733, 1.568)
H (1.907, -0.199, 1.326)
H (0.755, 2.312, 1.925)
H (2.314, 2.167, 1.135)
H (0.925, 2.530, 0.118)

[2]
The following is a quantum chemistry calculation of a structure of composition C7H10Br12O3 at a distorted geometry, from the Open Molecules 2025 dataset.

Output
Total energy   -31386.5603 Eh
Max |F|   1.53 eV/A
Kohn-Sham gap   9.33 eV
Spin multiplicity   1
E_LUMO   -0.027 Ha

Atoms and positions in Å:
C (-0.191, 3.219, -3.343)
Br (-1.765, 2.547, -4.272)
Br (-0.509, 5.055, -2.796)
Br (1.375, 3.047, -4.452)
H (-0.065, 2.602, -2.464)
C (0.229, -1.552, -1.468)
Br (-0.753, -3.150, -2.075)
Br (-0.942, 0.039, -1.498)
Br (1.819, -1.353, -2.614)
H (0.576, -1.785, -0.471)
C (-2.983, -5.558, -0.854)
Br (-4.776, -6.278, -1.085)
Br (-1.633, -6.709, -1.665)
Br (-2.617, -5.131, 1.001)
H (-2.967, -4.635, -1.413)
C (0.698, -3.491, 2.542)
Br (-0.862, -2.418, 1.995)
Br (2.280, -2.414, 2.985)
Br (1.098, -4.868, 1.205)
H (0.489, -4.036, 3.450)
C (0.863, 5.424, 1.452)
O (1.249, 4.184, 2.000)
C (0.961, 3.093, 1.307)
O (0.438, 3.022, 0.227)
O (1.334, 2.059, 2.036)
C (1.141, 0.721, 1.649)
H (1.633, 5.783, 0.767)
H (0.666, 6.159, 2.226)
H (-0.048, 5.379, 0.850)
H (1.581, 0.446, 0.688)
H (0.072, 0.501, 1.683)
H (1.611, 0.097, 2.405)

[3]
The following is a quantum chemistry calculation of a cluster of 2 separate species, C7H10BrN in total at a distorted geometry, from the Open Molecules 2025 dataset.

Output
Total energy   -2901.2202 Eh
Max |F|   4.19 eV/A
Kohn-Sham gap (alpha / beta)   6.37 / 7.70 eV
Spin multiplicity   3
E_LUMO (alpha / beta)   0.030 / -0.090 Ha

Atoms and positions in Å:
C (-0.516, -0.834, 1.333)
C (-0.451, 2.442, -0.420)
C (-1.562, 2.710, 0.592)
C (-0.695, 1.499, 0.767)
C (2.268, -2.288, -1.417)
C (1.131, -2.593, -0.796)
C (-0.992, 0.063, 0.539)
N (-0.250, -1.677, 2.201)
Br (-2.111, -0.520, -0.915)
H (-0.662, 2.012, -1.485)
H (0.389, 3.025, -0.592)
H (-1.373, 3.523, 1.277)
H (-2.556, 2.668, 0.039)
H (-0.080, 1.571, 1.633)
H (0.771, -2.152, 2.122)
H (2.587, -2.661, -2.413)
H (3.010, -1.479, -1.038)
H (0.418, -3.271, -1.370)
H (0.672, -2.038, -0.057)

[4]
The following is a quantum chemistry calculation of a cluster of 2 separate species, C7H10BrNO2 in total at a distorted geometry, from the Open Molecules 2025 dataset.

Output
SMILES   C#C/C=C\N=C(OC)OC.Br
Total energy   -3051.8416 Eh
Max |F|   3.89 eV/A
Kohn-Sham gap   9.17 eV
Spin multiplicity   1
E_LUMO   0.025 Ha

Atoms and positions in Å:
C (-2.182, 2.998, -0.819)
C (-1.152, 2.761, -0.276)
C (0.075, 2.705, 0.436)
C (0.980, 1.725, 0.751)
N (1.055, 0.394, 0.413)
C (0.107, -0.433, 0.341)
O (0.287, -1.723, 0.083)
C (1.654, -2.147, 0.138)
O (-1.228, -0.070, 0.530)
C (-2.160, -1.116, 0.578)
H (-3.182, 3.207, -1.120)
H (0.258, 3.584, 0.876)
H (1.873, 1.962, 1.330)
H (1.649, -3.178, 0.695)
H (2.219, -1.434, 0.767)
H (2.118, -2.183, -0.927)
H (-2.328, -1.609, -0.387)
H (-3.050, -0.678, 0.859)
H (-1.825, -1.963, 1.275)
Br (3.982, 0.912, -0.939)
H (2.816, 0.275, -0.388)

[5]
The following is a quantum chemistry calculation of an isolated molecule of C7H10BrNO2S at a distorted geometry, from the Open Molecules 2025 dataset.

Output
SMILES   C[C@@H]1C(Br)=CC=C[C@@H]1S(N)(=O)=O
Total energy   -3450.0432 Eh
Max |F|   4.82 eV/A
Kohn-Sham gap   8.59 eV
Spin multiplicity   1
E_LUMO   -0.002 Ha

Atoms and positions in Å:
C (1.506, -1.191, 0.495)
C (-0.025, -1.220, 0.540)
C (-0.421, -2.189, -0.656)
Br (-0.056, -4.019, -0.395)
C (-0.452, -1.715, -1.933)
C (-0.315, -0.232, -2.092)
C (-0.411, 0.614, -1.047)
C (-0.557, 0.183, 0.313)
S (0.098, 1.831, 1.546)
N (-0.526, 3.138, 0.660)
O (-0.681, 1.677, 2.761)
O (1.487, 1.967, 1.500)
H (2.102, -1.897, 1.220)
H (1.901, -0.257, 0.739)
H (1.835, -1.393, -0.487)
H (-0.512, -1.576, 1.563)
H (-0.789, -2.393, -2.696)
H (-0.178, -0.024, -3.091)
H (-0.378, 1.729, -1.101)
H (-1.688, 0.101, 0.606)
H (-1.436, 2.872, 0.410)
H (-0.503, 3.993, 1.146)

[6]
The following is a quantum chemistry calculation of an isolated molecule of C7H10Cl2N2Si at a distorted geometry, from the Open Molecules 2025 dataset.

Output
Total energy   -1591.9203 Eh
Max |F|   3.53 eV/A
Kohn-Sham gap (alpha / beta)   8.09 / 8.09 eV
Spin multiplicity   1
E_LUMO (alpha / beta)   0.005 / 0.005 Ha

Atoms and positions in Å:
C (2.442, -0.013, 1.642)
C (0.677, 0.976, 0.113)
C (1.690, 1.793, 0.031)
C (1.917, -2.110, 0.469)
C (-0.630, -1.273, -1.593)
C (-2.203, 1.468, -1.011)
C (-1.545, -0.357, 1.335)
N (1.675, 1.121, 1.359)
N (2.282, -1.103, 1.029)
Si (-0.945, 0.171, -0.410)
Cl (2.810, 2.677, -0.838)
Cl (2.736, -2.812, -0.941)
H (2.926, 0.183, 2.504)
H (-0.162, -1.996, -0.985)
H (-1.499, -1.510, -2.048)
H (0.019, -1.068, -2.382)
H (-2.130, 2.352, -0.434)
H (-2.006, 1.921, -1.968)
H (-3.139, 1.031, -1.032)
H (-2.243, -1.270, 1.342)
H (-0.723, -0.707, 1.963)
H (-1.946, 0.527, 1.856)

[7]
The following is a quantum chemistry calculation of the ion C7H10Cl2PS with charge +1 at a distorted geometry, from the Open Molecules 2025 dataset.

Output
Total energy   -1932.2219 Eh
Max |F|   4.67 eV/A
Charge   +1
Kohn-Sham gap (alpha / beta)   5.31 / 5.32 eV
Spin multiplicity   1
E_LUMO (alpha / beta)   -0.262 / -0.262 Ha

Atoms and positions in Å:
C (-3.086, 2.862, 0.900)
C (-1.998, 2.096, 0.235)
C (-3.327, 3.405, 2.160)
C (-1.164, 1.063, 0.350)
C (2.624, -2.016, -0.526)
C (1.602, -0.852, -0.334)
C (0.420, -1.470, 0.473)
P (-0.615, -0.205, 1.350)
S (-2.541, 3.234, 3.613)
Cl (-1.902, -1.202, 2.460)
Cl (0.493, 0.944, 2.386)
H (-3.817, 3.263, 0.148)
H (-2.054, 2.599, -0.826)
H (-4.216, 3.840, 2.274)
H (2.847, -2.106, -1.565)
H (2.085, -2.895, -0.261)
H (3.601, -1.966, 0.044)
H (2.029, -0.043, 0.227)
H (1.218, -0.476, -1.243)
H (0.868, -2.101, 1.210)
H (-0.214, -2.115, -0.141)

[8]
The following is a quantum chemistry calculation of a cluster of 2 separate species, C7H10ClN in total at a distorted geometry, from the Open Molecules 2025 dataset.

Output
Total energy   -787.3985 Eh
Max |F|   7.78 eV/A
Kohn-Sham gap (alpha / beta)   6.22 / 6.50 eV
Spin multiplicity   3
E_LUMO (alpha / beta)   0.031 / -0.086 Ha

Atoms and positions in Å:
C (-1.886, 1.561, -0.018)
C (-2.487, -0.604, 0.582)
C (-3.239, -1.581, 0.983)
C (-1.956, 2.272, -1.158)
C (1.292, 0.796, -0.550)
C (1.811, -0.402, -0.480)
C (2.737, -0.784, 0.541)
N (-1.895, 0.175, -0.154)
Cl (1.042, 1.864, 0.803)
H (-1.813, 1.979, 0.932)
H (-2.952, -2.325, 1.768)
H (-4.296, -1.469, 0.604)
H (-1.934, 3.332, -1.144)
H (-2.078, 1.664, -2.033)
H (0.780, 1.208, -1.400)
H (1.705, -0.939, -1.445)
H (2.822, 0.090, 1.204)
H (3.690, -0.942, -0.005)
H (2.403, -1.643, 1.222)